Formula: C28H40BBrO17
Source: OMol25
Level of theory: the ωB97M-V functional and the def2-TZVPD basis

As for the SMILES: CCCOB(COc1ccccc1)[C@@H](Br)CC.O=C1OCCO1.O=C1OCCO1.O=C1OCCO1.O=C1OCCO1.O=C1OCCO1. The calculation puts the largest force on an atom at 1.74 eV/A. For the lowest unoccupied orbital energy, the calculation gives -0.183 eV. The orbital gap is 8.6 eV.

Atoms and positions in Å:
C 3.086 -0.686 3.494
C 2.722 -0.043 2.108
C 3.338 1.357 1.935
O 2.654 2.181 0.965
B 1.460 2.690 1.433
C 0.099 2.047 0.883
O 0.402 1.046 -0.093
C -0.443 -0.032 -0.131
C 0.097 -1.195 -0.694
C -0.618 -2.360 -0.817
C -1.971 -2.418 -0.336
C -2.517 -1.264 0.197
C -1.752 -0.070 0.289
C 1.308 3.850 2.517
Br 1.295 3.113 4.357
C 2.335 5.001 2.411
C 1.727 6.260 3.125
H 3.817 -0.090 4.057
H 3.428 -1.718 3.337
H 2.176 -0.781 4.108
H 1.628 -0.077 2.026
H 3.170 -0.699 1.347
H 3.431 1.903 2.887
H 4.362 1.211 1.552
H -0.445 2.859 0.355
H -0.444 1.683 1.771
H 1.122 -1.213 -1.074
H -0.172 -3.258 -1.284
H -2.579 -3.320 -0.380
H -3.540 -1.239 0.577
H -2.178 0.833 0.733
H 0.306 4.295 2.400
H 2.519 5.277 1.362
H 3.282 4.750 2.906
H 2.492 6.802 3.700
H 0.957 5.957 3.851
H 1.307 6.971 2.399
C 1.207 -5.537 -3.936
C 0.396 -6.570 -4.677
O -0.710 -6.784 -3.797
C -0.842 -5.679 -3.028
O -1.760 -5.466 -2.307
O 0.217 -4.835 -3.180
H 1.733 -4.861 -4.602
H 1.925 -5.989 -3.247
H 0.022 -6.201 -5.628
H 0.945 -7.494 -4.847
C 0.853 -0.734 -6.158
C 0.027 -0.887 -4.904
O -0.568 -2.175 -5.082
C 0.217 -2.878 -5.928
O 0.091 -4.044 -6.146
O 1.166 -2.091 -6.489
H 1.759 -0.153 -5.998
H 0.289 -0.292 -6.981
H 0.637 -0.902 -3.998
H -0.734 -0.117 -4.804
C -2.919 -2.421 3.753
C -2.439 -1.001 3.882
O -2.929 -0.612 5.166
C -3.107 -1.748 5.895
O -3.346 -1.768 7.057
O -2.973 -2.853 5.116
H -2.238 -3.039 3.172
H -3.919 -2.485 3.318
H -1.348 -0.927 3.884
H -2.836 -0.353 3.103
C -5.151 2.503 1.369
C -5.950 2.434 2.648
O -6.588 1.161 2.549
C -5.846 0.392 1.716
O -6.007 -0.773 1.551
O -4.885 1.126 1.092
H -4.225 3.063 1.483
H -5.721 2.925 0.539
H -5.317 2.442 3.539
H -6.685 3.232 2.730
C 3.546 1.638 -1.995
C 4.420 2.865 -1.963
O 4.853 2.975 -3.322
C 3.939 2.337 -4.099
O 3.914 2.386 -5.286
O 3.057 1.638 -3.341
H 2.727 1.687 -1.284
H 4.110 0.717 -1.826
H 3.866 3.766 -1.693
H 5.270 2.759 -1.292

Results of the Löwdin charge analysis, in e, for atoms 1 through 5: -0.085, -0.192, -0.181, 0.012, -0.488